# C29H40N3O

The ion C29H40N3O with charge +1 in a non-equilibrium geometry (the ωB97M-V functional and the def2-TZVPD basis, OMol25).

Positions of all 73 atoms, in Å:
C1 2.6496 0.1488 1.9808
N1 1.2123 0.2089 1.4718
C2 0.5832 -1.1207 1.9435
C3 -0.9331 -1.1789 1.8380
C4 -1.6317 -0.0099 2.5418
C5 -0.9820 1.3171 2.1672
C6 0.5278 1.2868 2.3330
H1 3.1602 1.1168 1.8145
H2 2.6231 -0.0383 3.0673
H3 3.1972 -0.6945 1.5182
H4 1.1010 -1.9406 1.4263
H5 0.8744 -1.1415 2.9976
H6 -1.2591 -1.2422 0.7912
H7 -1.2473 -2.1112 2.3274
H8 -2.6960 0.0024 2.2770
H9 -1.5775 -0.1492 3.6308
H10 -1.2875 1.5973 1.1505
H11 -1.3469 2.1022 2.8368
H12 0.8025 0.9872 3.3510
H13 1.0219 2.2381 2.1249
C7 3.9946 -4.4218 -4.5056
N2 3.1105 -4.0344 -3.4373
C8 2.3371 -4.9578 -2.8025
O1 2.3132 -6.1581 -3.0611
C9 1.5396 -4.2266 -1.7273
C10 1.8023 -4.7753 -0.3336
C11 1.3097 -6.1912 -0.1566
C12 2.1973 -7.1763 0.2863
C13 1.7763 -8.5037 0.3461
C14 0.4653 -8.8360 -0.0027
C15 -0.4414 -7.8364 -0.3761
C16 -0.0187 -6.5068 -0.4441
N3 1.9826 -2.8427 -1.8661
C17 1.3977 -1.9117 -1.0306
C18 1.8198 -0.6186 -0.8342
C19 1.1971 0.4608 0.0243
C20 1.8058 1.8771 -0.3477
C21 1.0596 3.0387 -0.0688
C22 1.5245 4.3164 -0.3810
C23 2.7131 4.4821 -1.1091
C24 3.1792 5.8655 -1.4621
C25 3.4167 3.3295 -1.4908
C26 2.9679 2.0609 -1.1213
C27 2.9943 -2.6558 -2.9281
C28 4.3353 -2.1921 -2.3496
C29 2.5463 -1.7351 -4.0735
H14 3.8846 -5.5027 -4.6558
H15 3.7441 -3.9044 -5.4433
H16 5.0418 -4.2013 -4.2527
H17 0.4630 -4.3053 -1.9849
H18 2.8874 -4.7178 -0.1544
H19 1.3182 -4.1176 0.4120
H20 3.2220 -6.8870 0.5347
H21 2.4857 -9.2769 0.6591
H22 0.1415 -9.8839 0.0207
H23 -1.4768 -8.0831 -0.6267
H24 -0.7066 -5.7100 -0.7514
H25 0.5032 -2.3182 -0.5164
H26 2.5227 -0.2412 -1.5725
H27 0.1329 0.5505 -0.2891
H28 0.1318 2.9564 0.4917
H29 0.9254 5.1854 -0.1058
H30 3.9619 5.8508 -2.2368
H31 2.3495 6.4877 -1.8297
H32 3.5888 6.3704 -0.5804
H33 4.2981 3.4105 -2.1348
H34 3.5876 1.2037 -1.4197
H35 4.7268 -2.9620 -1.6667
H36 5.0468 -2.0406 -3.1742
H37 4.2150 -1.2525 -1.8028
H38 1.7482 -2.2229 -4.6498
H39 2.1888 -0.7755 -3.6920
H40 3.3979 -1.5518 -4.7463

Its total charge is +1. Its HOMO-LUMO gap is 8.652 eV. The energy relative to the best compared isomer or geometry (same formula, charge and spin) is 1.100 eV. The value obtained for the total energy is -1368.32676 Eh.